Entry 1:
{"formula": "CH4N2O2S", "method": "ωB97M-V with the def2-TZVPD basis set", "homo_lumo_gap_ev": 9.7, "e_lumo_ev": 0.354, "e_tot_ha": -698.63641, "homo_ev": -9.36, "relative_energy_kcal_mol": 24.4, "charge": 0, "symbols": ["H", "O", "O", "C", "H", "H", "S", "H", "N", "N"], "positions_angstrom": [[2.381, -0.245, 0.493], [0.759, -0.944, -0.584], [-0.727, 1.220, -1.544], [1.358, -0.024, 0.182], [1.354, -1.621, -0.933], [-1.782, 0.007, 1.458], [-0.833, 1.374, -0.117], [-1.545, -0.838, 0.030], [-1.746, 0.057, 0.454], [0.781, 1.014, 0.562]], "forces_ev_per_a": [[-0.036, -0.002, -0.024], [-0.050, -0.772, -0.558], [-0.118, -0.053, -1.069], [0.422, -0.509, -0.087], [0.069, 0.252, 0.259], [-0.031, 0.086, 0.273], [0.447, -0.622, 1.676], [0.274, 0.065, -0.095], [-0.071, 0.526, -0.425], [-0.905, 1.029, 0.050]]}

---

Entry 2:
{"formula": "CH4N2O3P", "method": "ωB97M-V with the def2-TZVPD basis set", "homo_lumo_gap_ev": 9.8, "e_lumo_ev": 4.170, "e_tot_ha": -717.21687, "homo_ev": -5.62, "relative_energy_kcal_mol": 32.9, "charge": -1, "symbols": ["O", "O", "P", "H", "H", "H", "C", "N", "H", "N", "O"], "positions_angstrom": [[-2.038, -1.323, 1.023], [-3.057, 0.682, -0.040], [-1.914, -0.359, -0.113], [0.826, -1.330, -0.491], [-3.488, 0.122, -0.747], [2.064, -0.280, -0.030], [-0.622, 1.033, 0.189], [1.611, -0.825, -0.721], [2.461, -1.213, -1.310], [-0.078, 2.064, 0.454], [-2.025, -0.885, -1.496]], "forces_ev_per_a": [[1.317, 0.781, -0.292], [-2.680, 0.990, -0.724], [1.542, -2.001, 1.715], [-1.432, -1.710, 0.528], [-1.047, 1.499, 0.220], [-0.405, 0.405, 1.009], [1.618, 3.133, 0.901], [5.110, 0.888, -3.163], [-3.198, 0.292, 1.565], [-1.970, -4.234, -1.056], [1.144, -0.042, -0.705]]}

---

Entry 3:
{"formula": "CH4N2OS", "method": "ωB97M-V with the def2-TZVPD basis set", "homo_lumo_gap_ev": 9.0, "e_lumo_ev": 0.408, "e_tot_ha": -623.30790, "homo_ev": -8.62, "relative_energy_kcal_mol": 94.9, "charge": 0, "symbols": ["N", "H", "H", "N", "S", "H", "H", "O", "C"], "positions_angstrom": [[-0.364, -0.291, 1.371], [-1.419, -0.128, -0.877], [-1.454, -0.362, 0.991], [-0.353, 0.155, -0.818], [2.026, -0.129, 0.422], [-0.063, 0.180, 2.279], [1.150, 0.586, -1.692], [0.132, -0.013, -2.038], [0.344, 0.002, 0.362]], "forces_ev_per_a": [[-6.131, 0.212, 3.539], [2.829, 0.872, 0.722], [3.268, 0.452, 2.605], [-4.931, -0.796, 2.761], [-0.351, 1.078, -0.883], [-1.119, -1.196, -1.576], [-2.837, -2.698, -2.120], [6.154, 2.804, -0.013], [3.119, -0.728, -5.035]]}

---

Entry 4:
{"formula": "CH4N2OS", "method": "ωB97M-V with the def2-TZVPD basis set", "homo_lumo_gap_ev": 9.0, "e_lumo_ev": 0.165, "e_tot_ha": -623.30077, "homo_ev": -8.80, "relative_energy_kcal_mol": 99.4, "charge": 0, "symbols": ["N", "H", "N", "H", "O", "C", "S", "H", "H"], "positions_angstrom": [[0.334, 1.840, 1.056], [-0.873, -0.948, 0.710], [-0.134, -0.897, 0.026], [0.672, -1.217, -1.803], [1.370, -0.083, 1.770], [0.774, 0.790, 1.366], [-0.612, -1.555, -1.346], [-0.256, 2.428, 0.548], [-1.275, -0.358, -2.328]], "forces_ev_per_a": [[0.007, 1.213, 0.473], [-0.451, -0.380, 0.300], [-1.147, -0.768, -0.627], [-1.444, -0.848, -0.760], [2.195, -3.044, 2.146], [-0.690, 2.476, -1.046], [1.234, 3.254, -1.099], [-0.696, 0.087, -0.626], [0.991, -1.991, 1.240]]}

---

Entry 5:
{"formula": "CH4N2OS2", "method": "ωB97M-V with the def2-TZVPD basis set", "homo_lumo_gap_ev": 8.9, "e_lumo_ev": -0.052, "e_tot_ha": -1021.52119, "smiles": "NNC(=S)OS", "homo_ev": -8.97, "relative_energy_kcal_mol": 66.8, "charge": 0, "symbols": ["S", "S", "H", "O", "N", "H", "H", "N", "H", "C"], "positions_angstrom": [[-0.261, -2.688, -0.162], [1.462, 0.630, 1.702], [0.452, 1.921, -1.097], [0.659, -1.581, 0.664], [-0.496, 0.309, -0.381], [-0.388, 2.113, 0.397], [-0.234, -0.092, -1.324], [-0.340, 1.685, -0.551], [-1.352, -1.984, 0.064], [0.499, -0.314, 0.687]], "forces_ev_per_a": [[-0.211, -0.268, -0.568], [-1.539, -0.995, -1.096], [1.158, 0.349, 0.150], [0.728, -1.533, 0.855], [2.614, -2.458, 0.752], [0.455, -0.145, -1.332], [-0.620, -0.041, 1.534], [-1.900, 0.690, 1.571], [-0.929, -0.029, -0.158], [0.244, 4.430, -1.707]]}

---

Entry 6:
{"formula": "CH4N2OSn", "method": "ωB97M-V with the def2-TZVPD basis set", "homo_lumo_gap_ev": 7.0, "e_lumo_ev": -12.657, "e_tot_ha": -438.80605, "homo_ev": -19.67, "relative_energy_kcal_mol": 35.9, "charge": 2, "symbols": ["O", "Sn", "N", "H", "C", "H", "H", "N", "H"], "positions_angstrom": [[-1.396, -0.102, -0.642], [-0.161, -1.870, -2.242], [-0.128, -0.455, 1.198], [0.698, 0.844, -1.368], [-0.336, 0.209, 0.057], [0.532, -0.326, 1.895], [1.280, 1.500, 0.125], [0.507, 1.130, -0.391], [-0.996, -0.930, 1.369]], "forces_ev_per_a": [[2.474, -1.857, -1.484], [-1.517, 1.255, 1.235], [-2.788, -0.191, -2.483], [0.050, 1.929, 0.577], [-0.426, -0.465, 1.471], [1.485, 0.605, 1.418], [0.434, 0.009, 0.457], [0.362, -0.718, -2.409], [-0.073, -0.566, 1.218]]}

---

- Which formula does entry 6 have?
  CH4N2OSn

---

- The highest charge belongs to which entry?
  CH4N2OSn